# 1
Computed, not measured: the molecule C2H2BrP, with ωB97M-V/def2-TZVPD.

Total charge: 0
SMILES: Br[C@H]1C=P1
2S+1: 1

Positions of all 6 atoms, in Å:
Br (2.3477, -0.5412, 0.1616)
C (0.3776, -0.0876, -0.1616)
C (-0.8962, 0.1504, 0.5438)
P (-0.3246, 1.5982, -0.1453)
H (0.1288, -0.6071, -1.1490)
H (-1.6334, -0.5127, 0.7505)

Atomic forces in eV per Å
-1.43 0.23 0.55
-0.56 -0.83 -3.19
3.81 3.20 -1.33
-0.88 -1.44 1.41
1.26 0.34 1.34
-2.19 -1.51 1.23

Which charges does natural (NBO) predict for the atoms? In e, they are:
1 Br -0.05
2 C -0.55
3 C -0.50
4 P 0.69
5 H 0.20
6 H 0.22

# 2
Computed, not measured: the molecule C3H6N2O, with ωB97M-V/def2-TZVPD.

Total charge: 0
SMILES: O[C@]12NC[C@H]1N2
2S+1: 1

Positions of all 12 atoms, in Å:
O (0.2477, 0.4210, 2.0237)
C (-0.0855, 0.2584, 0.7151)
N (-0.8424, -0.8953, 0.2876)
C (-0.1821, -0.8142, -1.0498)
C (0.6831, 0.3277, -0.5451)
N (-0.2890, 1.4001, -0.1325)
H (0.7528, -0.3998, 2.1312)
H (-1.8445, -0.7164, 0.2651)
H (-0.8562, -0.5428, -1.8657)
H (0.3608, -1.7340, -1.2887)
H (1.7092, 0.5727, -0.7993)
H (0.2756, 2.1452, 0.2803)

Atoms 1-6, force components in eV/Å:
0.41 -0.57 -0.18
0.14 0.10 -0.28
-0.27 0.11 -0.01
0.00 -0.08 -0.35
0.18 -0.01 -0.23
-0.18 0.25 -0.07

These are the natural (NBO) partial charges, in e, on atoms 1 to 8:
1 O -0.67
2 C 0.48
3 N -0.62
4 C -0.23
5 C -0.17
6 N -0.61
7 H 0.48
8 H 0.36

# 3
Computed, not measured: a cluster of 7 separate species, C22H40Cl6N4 in total, with ωB97M-V/def2-TZVPD.

Total charge: 0
SMILES: CCCC#N.CCCC#N.CCCC#N.CCCC#N.ClCCCl.ClCCCl.ClCCCl
2S+1: 1

Positions of all 72 atoms, in Å:
C (3.8854, 3.6779, 2.4534)
C (2.6770, 4.0453, 3.3190)
C (2.0193, 2.8512, 4.0346)
C (2.9854, 1.9636, 4.7068)
N (3.7478, 1.2931, 5.2380)
H (4.4392, 4.5640, 2.1415)
H (3.6209, 3.1226, 1.5556)
H (4.5720, 3.1392, 3.1095)
H (1.8953, 4.4760, 2.6886)
H (2.9291, 4.7787, 4.0837)
H (1.5379, 2.1611, 3.3366)
H (1.3011, 3.2754, 4.7328)
C (-2.9608, -3.4074, -1.6204)
C (-4.3753, -3.6426, -1.0645)
C (-5.1499, -2.3762, -0.6831)
C (-4.4008, -1.5224, 0.2396)
N (-3.7963, -0.8775, 0.9736)
H (-2.4493, -4.3578, -1.7617)
H (-2.4138, -2.8188, -0.8813)
H (-2.9843, -2.8902, -2.5771)
H (-4.3777, -4.3075, -0.1974)
H (-4.9087, -4.2516, -1.7986)
H (-6.0870, -2.5950, -0.1660)
H (-5.4395, -1.7954, -1.5600)
C (2.2702, -5.1664, 1.6504)
C (1.8658, -4.0341, 0.7218)
C (1.1394, -4.5062, -0.5234)
C (2.0378, -5.1751, -1.4782)
N (2.7730, -5.6804, -2.1964)
H (2.8553, -5.9420, 1.1474)
H (1.3987, -5.7124, 2.0226)
H (2.8444, -4.8134, 2.5049)
H (2.7370, -3.4261, 0.4719)
H (1.2352, -3.3797, 1.3311)
H (0.6656, -3.7124, -1.1065)
H (0.4009, -5.2926, -0.3350)
C (-0.3404, 2.0288, 0.8608)
C (0.5038, 0.7489, 0.8831)
C (-0.2458, -0.4573, 0.3466)
C (-0.3959, -0.4407, -1.1317)
N (-0.5307, -0.3553, -2.2679)
H (-1.2635, 1.8298, 1.4058)
H (-0.5802, 2.3391, -0.1571)
H (0.2136, 2.8411, 1.3306)
H (0.7290, 0.5218, 1.9301)
H (1.4800, 0.9219, 0.4279)
H (-1.2708, -0.4972, 0.7201)
H (0.1947, -1.4253, 0.5893)
Cl (-5.1887, 1.2771, -1.1537)
C (-5.6665, 2.6212, -0.0859)
C (-5.1310, 2.3276, 1.3017)
Cl (-5.9063, 3.4347, 2.4782)
H (-6.7473, 2.7336, -0.1000)
H (-5.2661, 3.5269, -0.5363)
H (-4.0557, 2.4318, 1.3960)
H (-5.4233, 1.3325, 1.6196)
Cl (-1.4726, 3.6423, -4.6117)
C (-0.4867, 2.1901, -4.2998)
C (0.9717, 2.3695, -4.6402)
Cl (1.7924, 3.3622, -3.3848)
H (-0.9089, 1.3802, -4.8902)
H (-0.5900, 1.9546, -3.2471)
H (1.1199, 2.7541, -5.6463)
H (1.5052, 1.4219, -4.5766)
Cl (6.3011, 0.9760, -0.6368)
C (4.6529, 0.3672, -0.5175)
C (3.7490, 0.9741, -1.5736)
Cl (4.3272, 0.7122, -3.2526)
H (4.2112, 0.5620, 0.4598)
H (4.7544, -0.7103, -0.6438)
H (3.7376, 2.0514, -1.4162)
H (2.7360, 0.5864, -1.4940)

Atoms 1-6, force components in eV/Å:
0.17 0.46 0.85
-0.21 -0.28 -0.59
0.58 -0.36 -0.30
-0.30 0.75 0.33
0.17 -0.25 0.02
-0.20 0.09 -0.09

These are the Löwdin partial charges, in e, on atoms 1 to 8:
1 C -0.09
2 C -0.25
3 C -0.18
4 C -0.24
5 N 0.15
6 H 0.08
7 H 0.06
8 H 0.07

# 4
Computed, not measured: a cluster of 4 separate species, C12H28N4O4 in total, with ωB97M-V/def2-TZVPD.

Total charge: 0
SMILES: CNC(C)=O.CNC(C)=O.CNC(C)=O.CNC(C)=O
2S+1: 1

Positions of all 48 atoms, in Å:
C (7.1133, 3.3087, -4.7505)
N (7.3059, 2.1247, -5.6511)
C (7.5511, 2.2122, -6.9685)
C (7.8500, 0.9121, -7.7585)
O (7.4954, 3.2781, -7.5051)
H (7.7028, 3.3736, -3.8359)
H (6.0499, 3.2309, -4.5240)
H (7.1215, 4.3196, -5.1580)
H (7.5168, 1.2646, -5.1654)
H (7.7090, 0.0727, -7.0776)
H (8.8661, 0.8677, -8.1504)
H (7.0147, 0.9605, -8.4571)
C (-5.8628, 1.1145, 5.4059)
N (-5.9485, -0.2698, 5.9123)
C (-7.1343, -0.7830, 6.4007)
C (-7.0948, -2.2327, 6.6193)
O (-8.1703, -0.1897, 6.6702)
H (-6.7187, 1.6274, 5.8446)
H (-5.7892, 1.2168, 4.3232)
H (-4.9493, 1.6176, 5.7228)
H (-5.0829, -0.7885, 5.9552)
H (-7.8187, -2.6220, 7.3352)
H (-6.2732, -2.4268, 7.3088)
H (-7.0229, -2.7445, 5.6597)
C (-2.2529, -5.8688, 2.2593)
N (-0.8792, -5.4402, 2.2563)
C (-0.4947, -4.3213, 2.9121)
C (0.9246, -3.8586, 2.7373)
O (-1.2272, -3.6557, 3.5728)
H (-2.7053, -5.5645, 1.3154)
H (-2.9129, -5.6383, 3.0956)
H (-2.2274, -6.9465, 2.0981)
H (-0.2024, -6.0963, 1.8935)
H (0.7664, -2.8455, 2.3677)
H (1.4062, -4.3872, 1.9147)
H (1.5533, -3.9119, 3.6262)
C (-1.0588, 3.1377, -4.0743)
N (-0.5177, 3.6762, -2.8052)
C (-0.2190, 2.8038, -1.8255)
C (0.4442, 3.4080, -0.6070)
O (-0.1861, 1.5965, -2.0257)
H (-0.1190, 2.9047, -4.5747)
H (-1.4246, 3.9500, -4.7023)
H (-1.7935, 2.3424, -3.9484)
H (-0.2223, 4.6396, -2.8738)
H (1.5260, 3.3119, -0.6992)
H (0.1802, 2.8724, 0.3049)
H (0.2116, 4.4470, -0.3735)

Atoms 1-6, force components in eV/Å:
-1.73 -0.29 -0.50
0.86 0.34 2.02
0.94 -0.87 -0.02
-0.96 0.73 1.65
-0.05 1.64 -1.47
0.18 -0.76 -0.21

These are the natural (NBO) partial charges, in e, on atoms 1 to 8:
1 C -0.44
2 N -0.62
3 C 0.68
4 C -0.70
5 O -0.63
6 H 0.21
7 H 0.20
8 H 0.24

# 5
Computed, not measured: the ion C7H12N with charge +1, with ωB97M-V/def2-TZVPD.

Total charge: +1
2S+1: 1

Positions of all 20 atoms, in Å:
C (-0.5051, -1.1975, 0.1772)
C (0.3210, -0.1678, 0.1237)
C (2.1092, 1.5008, 0.3045)
C (1.5958, 0.3220, 0.0647)
C (-2.0657, -1.0269, -0.1770)
C (-1.3872, 1.3292, -0.4057)
C (2.4843, -0.8808, -0.1694)
N (-2.3057, 0.4186, 0.2189)
H (-0.2584, -2.1262, 0.5982)
H (3.2124, 1.4718, 0.2176)
H (1.5735, 2.4329, 0.4186)
H (-2.3177, -1.2606, -1.1137)
H (-2.6864, -1.6243, 0.4020)
H (-0.8527, 2.2014, -0.0438)
H (-1.4509, 1.2579, -1.5579)
H (2.1514, -1.5076, -0.9339)
H (2.4669, -1.5299, 0.7421)
H (3.4489, -0.5044, -0.1583)
H (-3.2846, 0.5938, 0.0179)
H (-2.2489, 0.2976, 1.2743)

Atoms 1-6, force components in eV/Å:
-1.59 1.35 -0.51
-6.52 1.70 -1.37
1.38 0.91 -0.55
1.35 -2.00 0.22
4.38 1.64 3.42
3.63 -2.26 -2.50

These are the natural (NBO) partial charges, in e, on atoms 1 to 8:
1 C -0.31
2 C 0.21
3 C -0.26
4 C -0.17
5 C -0.20
6 C -0.35
7 C -0.60
8 N -0.53

# 6
Computed, not measured: the molecule C21H25NO2, with ωB97M-V/def2-TZVPD.

Total charge: 0
SMILES: CCOC(=O)C1CCN(Cc2ccc(-c3ccccc3)cc2)CC1
2S+1: 1

Positions of all 49 atoms, in Å:
C (-2.3454, -2.5689, 5.2524)
C (-1.9364, -3.4607, 4.0891)
O (-1.5805, -2.6887, 2.9412)
C (-0.3400, -2.1969, 2.8998)
O (0.4793, -2.3965, 3.7613)
C (-0.0546, -1.3519, 1.6723)
C (-0.7611, 0.0100, 1.7690)
C (-2.2552, -0.1003, 1.4390)
N (-2.5462, -0.7219, 0.1682)
C (-2.5627, 0.1248, -1.0092)
C (-1.2456, 0.6970, -1.4823)
C (-0.8013, 1.9335, -1.0280)
C (0.4162, 2.4450, -1.4345)
C (1.2300, 1.7315, -2.3109)
C (2.5289, 2.2693, -2.7407)
C (3.6467, 1.4424, -2.8234)
C (4.8685, 1.9488, -3.2256)
C (4.9923, 3.2875, -3.5575)
C (3.8868, 4.1180, -3.4817)
C (2.6656, 3.6148, -3.0739)
C (0.7782, 0.5003, -2.7797)
C (-0.4437, -0.0030, -2.3765)
C (-1.9181, -2.0184, 0.0572)
C (-0.4097, -2.0315, 0.3438)
H (-1.5011, -1.9592, 5.5646)
H (-2.6634, -3.1840, 6.0893)
H (-3.1648, -1.9167, 4.9588)
H (-2.7677, -4.0890, 3.7618)
H (-1.0835, -4.0854, 4.3739)
H (1.0280, -1.1806, 1.7020)
H (-0.6374, 0.4222, 2.7726)
H (-0.2793, 0.6875, 1.0623)
H (-2.7088, 0.8935, 1.4555)
H (-2.7432, -0.7099, 2.2072)
H (-3.2502, 0.9490, -0.7908)
H (-3.0008, -0.4723, -1.8160)
H (-1.4197, 2.5053, -0.3494)
H (0.7498, 3.4003, -1.0558)
H (3.5594, 0.4005, -2.5504)
H (5.7286, 1.2971, -3.2788)
H (5.9466, 3.6820, -3.8741)
H (3.9767, 5.1624, -3.7437)
H (1.8025, 4.2636, -3.0323)
H (1.3801, -0.0540, -3.4855)
H (-0.7849, -0.9515, -2.7685)
H (-2.1011, -2.4111, -0.9456)
H (-2.4184, -2.6754, 0.7758)
H (-0.0538, -3.0637, 0.3468)
H (0.1143, -1.4947, -0.4492)

Atoms 1-6, force components in eV/Å:
0.16 -0.07 -0.37
0.02 -0.24 0.54
-0.31 0.02 -0.22
0.66 0.22 -0.16
-0.03 -0.06 0.17
0.12 0.05 0.00

These are the natural (NBO) partial charges, in e, on atoms 1 to 8:
1 C -0.63
2 C -0.08
3 O -0.53
4 C 0.81
5 O -0.61
6 C -0.32
7 C -0.41
8 C -0.22

| no. | calculated total energy (eV) | highest occupied orbital energy (eV) |
| --- | --- | --- |
| 1 | -81434.487 | -9.2 |
| 2 | -8233.661 | -9.1 |
| 3 | -104557.522 | -10.6 |
| 4 | -27048.123 | -9.5 |
| 5 | -8931.744 | -12.7 |
| 6 | -27768.426 | -8.0 |